1.
DFT (ωB97M-V/def2-TZVPD) results for C14H30BBrFNO9S4 as an isolated structure in a non-equilibrium geometry.

XYZ file:
```
61
C14H30BBrFNO9S4 | OMol25 | ωB97M-V/def2-TZVPD
H 0.63333 -5.50960 -0.81338
N 2.96284 1.09558 2.97850
B 2.03803 1.04027 1.78113
C -3.72173 -3.18024 -6.36383
F 4.54753 2.92283 2.18325
H 1.66890 -2.70004 -3.86626
H -3.04724 5.95274 5.53876
H 1.38974 -5.24409 -3.36054
H -1.72035 -2.71544 -7.11228
H -1.26478 5.42699 7.14061
H -3.45659 -4.55254 -3.94227
O 4.37658 2.48812 4.51763
H 0.03854 1.52912 1.22281
S -1.49885 -3.97760 -5.12398
C -0.27224 3.74064 5.13382
C 1.28990 2.92366 0.21726
C -2.27025 -3.55487 -6.69176
H -4.35440 -4.06747 -6.42570
O -0.47623 -2.99989 -4.84579
O -1.22171 -5.39013 -5.08089
Br 4.45643 -0.07327 2.72393
H 1.57472 -0.73753 1.24456
H -2.58496 -3.21237 -3.14580
S 1.29852 -3.27400 -0.34299
H -3.28027 -1.64672 -4.90018
C 1.93663 -3.17265 -2.92675
O 2.16537 -0.03736 0.93612
H 0.35946 3.29063 -0.20767
C 1.37293 -4.82628 -1.22427
H -4.10727 -2.45359 -7.07681
H -0.26000 2.98605 5.91796
H 0.27710 3.38477 4.26823
H -2.20198 -4.41248 -7.35575
H 0.82711 -1.58084 -1.92413
O 2.52986 3.55741 3.35115
H -4.75632 -2.54371 -4.54427
S -1.98440 4.00904 4.66355
H 2.99708 -3.43122 -2.97566
S 3.57629 2.60010 3.34950
C -3.74213 -2.63575 -4.92856
H 1.93753 3.76124 0.45518
C 0.25360 5.09059 5.63322
C -2.05445 5.72936 5.15570
H -0.70089 6.91392 6.37679
H 0.05299 -4.23400 -2.82271
C -0.94536 5.86858 6.19425
O 2.36805 -3.20626 0.62370
H 0.69252 5.64428 4.80134
O -2.11545 3.91240 3.23109
O -0.06805 -3.02712 0.05630
H 2.37477 -5.23270 -1.08902
H 0.65727 2.74571 2.30097
C 0.93374 2.10159 1.47649
C -2.92047 -3.61721 -4.09862
H 2.55636 -1.62248 -1.49997
H 1.73391 2.29192 -0.54896
H 1.03341 4.95258 6.37991
H -1.84862 6.33160 4.27141
C 1.11287 -4.44184 -2.67947
C 1.68629 -2.22533 -1.74724
O -2.83519 3.24492 5.54038
```

Properties
LUMO = -0.30 eV
E_HOMO = -10.23 eV

Mulliken population analysis, charges in e, atoms 1 to 4: atom 1 (H): 0.4504, atom 2 (N): -0.2365, atom 3 (B): 0.0555, atom 4 (C): -0.5945

=====

2.
DFT (ωB97M-V/def2-TZVPD) results for C14H30CuN4O10 as an isolated structure in a non-equilibrium geometry.

XYZ file:
```
59
C14H30CuN4O10 | OMol25 | ωB97M-V/def2-TZVPD
O -2.10084 0.58573 0.98768
H -1.27214 2.80945 -3.65219
N 2.77101 2.08892 -0.50811
H 3.43891 0.26473 0.40811
H -1.47234 0.58443 3.80463
N -3.00301 0.01372 -2.85663
H 0.98499 -2.42913 -3.51590
C 1.45854 1.98628 -0.32258
H -0.31738 3.00338 -0.36008
C 1.94983 -2.69419 -3.08355
C -2.15298 2.17910 -3.53017
H 4.60610 1.47342 0.42541
O -2.25335 -4.43496 -0.64551
C 3.81142 1.08187 -0.20963
H -2.71620 -0.86298 -2.44523
O 1.15666 -1.38116 -1.19195
H 2.46561 1.03876 3.33775
H 0.79140 3.35778 -1.72549
C -2.00285 0.83974 -2.80458
H 3.60867 -3.42109 -1.40218
C -3.14942 0.85143 1.62610
H -3.42641 2.26788 -0.48024
H -2.74905 -0.17696 4.72709
H 2.79216 -2.12615 -3.47839
H -2.88754 2.80251 -3.02038
C 0.71191 3.21808 -0.64741
H 2.33762 -1.95974 0.88661
H -3.77162 0.11812 -3.50351
H 4.12048 -1.92773 0.64132
O -3.32342 0.67214 2.88764
Cu -0.64429 -0.84917 -0.16517
C 0.92065 -0.56254 2.89357
H -2.61372 2.02002 -4.50510
H 1.97768 -1.36759 4.44619
H -5.20478 2.61346 -0.12995
O -1.12546 0.62452 -2.00551
N 2.97926 -2.77956 -0.94131
N 1.44584 -1.57362 3.61265
H 2.14140 -3.76264 -3.18264
C -4.38457 1.89569 -0.11761
O -1.58950 -2.77352 0.61072
H 1.29155 -2.54682 3.39086
C 3.19570 -2.47291 0.45250
C -1.93807 -3.22008 -0.47923
C 1.39355 0.84780 3.28947
O -4.24625 1.42904 1.20700
H 3.28040 -3.37068 1.06482
H 1.05552 1.02237 4.31091
H -4.54996 1.07774 -0.81883
O 0.81008 0.99582 -0.00043
O -1.91446 -2.38608 -1.34441
H 0.99446 4.12684 -0.11598
H 1.07347 1.68399 2.66783
H 4.19897 0.51448 -1.05577
H 3.18812 3.00517 -0.58944
H -2.04051 -0.94157 3.18568
C 1.95956 -2.22436 -1.64923
O 0.29655 -0.80407 1.90155
C -2.35796 -0.04509 3.71826
```

Properties
energy relative to the best compared isomer or geometry (same formula, charge and spin) = 15.5 kcal per mole
LUMO (alpha / beta) = 0.31 / 0.24 eV
spin multiplicity = 2
E_HOMO (alpha / beta) = -7.40 / -6.57 eV
⟨S²⟩ = 0.76

Mulliken population analysis, charges in e, atoms 1 to 4: atom 1 (O): -0.4844, atom 2 (H): 0.2762, atom 3 (N): -0.1852, atom 4 (H): -0.1462

=====

3.
DFT (ωB97M-V/def2-TZVPD) results for a 3-piece molecular cluster, C14H30N5O2 overall in a non-equilibrium geometry.

XYZ file:
```
51
C14H30N5O2 | OMol25 | ωB97M-V/def2-TZVPD
C -0.02747 -3.44940 1.08826
H -0.67719 -4.27328 1.39515
H 0.42095 2.99971 2.84162
H 1.71055 4.18478 2.76756
H -1.28548 -2.65881 5.12780
N -2.55318 1.86201 -3.35524
C 2.29835 1.16784 -6.26956
C -2.44015 0.85888 -2.22179
H -0.07172 2.44911 -2.98617
H 0.65677 -2.97303 3.08899
H -1.91936 -1.94998 -1.86001
H -2.93463 1.30817 -4.13891
H -0.35658 1.13849 1.85793
H -2.60144 -3.80026 4.76862
C 0.20986 -2.47329 2.22501
H 1.94733 1.03368 0.86184
C 1.22733 1.78931 0.52960
O 1.54277 3.05289 1.09634
H 3.42653 2.34959 2.88391
H 0.91910 -3.87923 0.75052
H 2.29893 3.02468 -3.23252
H 0.93291 -1.72070 1.89369
H -0.41883 0.42899 0.23942
N 0.59678 1.66407 -3.06171
C 0.21751 -1.81952 -2.45004
C 2.40311 2.22028 3.24609
H -0.51151 -2.94857 0.24459
C 1.45341 3.15186 2.51359
H 2.76085 1.27003 -2.88816
H -0.90735 2.12078 0.50209
H 2.35546 0.55491 -7.24902
C 0.17751 0.41729 -2.77036
C -1.70622 -3.31991 4.36567
N -1.14962 -1.32306 -2.16254
H -0.96881 -4.10191 4.16791
H -2.57433 1.33987 -1.18266
H -2.84694 -1.83520 3.33434
C 2.13111 1.74692 -5.08587
H 0.65162 -2.87981 -2.39892
H 1.36328 1.89422 -0.55102
H 2.37934 2.41854 4.32037
H 2.13306 1.17143 3.09430
O -0.95709 -1.76512 2.61184
N 1.11808 -0.73426 -2.84882
H -2.42521 -3.20440 2.32227
C -0.19627 1.34342 0.79694
H -3.33433 0.11984 -2.36387
H -3.24484 2.59997 -3.11855
C -2.04323 -2.54132 3.10612
C 2.01263 1.92366 -3.46844
N -1.19335 0.04585 -2.37819
```

Properties
charge = +1
energy relative to the best compared isomer or geometry (same formula, charge and spin) = 134.4 kcal per mole
LUMO = -3.53 eV
E_HOMO = -12.04 eV

Mulliken population analysis, charges in e, atoms 1 to 4: atom 1 (C): -0.9420, atom 2 (H): 0.3286, atom 3 (H): 0.2813, atom 4 (H): 0.3505

=====

4.
DFT (ωB97M-V/def2-TZVPD) results for a 2-piece molecular cluster, C14H30NO3P overall in a non-equilibrium geometry.

XYZ file:
```
49
C14H30NO3P | OMol25 | ωB97M-V/def2-TZVPD
H -4.66610 0.36375 -4.13277
C -4.79421 -0.70029 -3.95366
H 3.44170 -0.00335 -1.15133
H 1.40037 1.30586 3.67941
C -4.17912 -0.99049 -2.61969
H -3.67224 -4.01788 -0.18721
H -1.14771 -2.27037 -2.50692
H 3.91430 0.09818 1.18391
O -4.97421 -1.66222 -1.77910
H -2.14751 -2.13212 0.77796
H -5.84522 -0.97740 -3.94539
C 2.95165 1.69648 0.11094
O -3.05900 -0.64052 -2.31914
C 1.15287 -0.60002 1.77375
O 0.88977 0.82625 -0.78295
H -0.75999 -0.61724 -1.03679
P -0.76502 -2.02560 -1.19262
H -3.88615 -1.14926 -0.06576
H 2.51857 3.60050 -0.82830
H -1.05326 0.74625 0.97706
H -5.14456 -2.35277 0.10107
C -1.94581 -2.79978 -0.05627
H 2.75751 3.71966 0.91590
H -1.51392 -3.73829 0.28638
H -4.29936 -1.28921 -4.72279
H 0.74218 -0.89934 2.74387
H 3.75101 2.44816 3.02881
H -0.58248 2.36464 1.50580
C -4.33710 -2.01669 -0.54461
C 3.50844 1.08544 -1.16829
C 1.76707 1.65593 2.70959
H 3.62140 0.74345 3.36094
H 4.56252 1.36133 -1.27137
H 0.54908 -2.42353 -0.96451
C 3.29694 1.52315 2.66647
C 3.10795 3.22472 0.00878
H 2.97761 1.44645 -2.04615
H 4.15373 3.51585 -0.15181
N 1.51982 1.42739 0.31220
H 1.49605 2.71356 2.65846
C 3.82108 1.18496 1.26767
H 0.58867 -1.12423 0.99672
H -0.82148 1.07867 2.70202
H -3.19616 -3.40464 -1.77545
C -0.44692 1.30039 1.69595
C -3.30917 -3.14372 -0.72547
H 4.83892 1.56952 1.15341
H 2.18496 -0.94893 1.73267
C 1.03252 0.92736 1.57861
```

Properties
energy relative to the best compared isomer or geometry (same formula, charge and spin) = 91.2 kcal per mole
LUMO = 0.02 eV
E_HOMO = -4.42 eV

Mulliken population analysis, charges in e, atoms 1 to 4: atom 1 (H): 0.3099, atom 2 (C): -1.0408, atom 3 (H): 0.3461, atom 4 (H): 0.5443